{"formula": "C54H54IrN6P2STe", "method": "wB97M-V/def2-TZVPD", "total_charge": 1, "largest_force_ha_per_bohr": 0.0426, "e_homo_ev": -9.202, "gap_ev": 5.47, "energy_ha": -3871.70939, "symbols": ["Ir", "C", "N", "C", "C", "C", "N", "C", "C", "H", "H", "H", "H", "H", "H", "H", "H", "H", "H", "H", "H", "H", "H", "H", "H", "Te", "C", "C", "C", "N", "C", "C", "C", "P", "C", "C", "C", "C", "C", "C", "C", "C", "C", "C", "C", "C", "P", "C", "C", "C", "C", "C", "C", "C", "C", "C", "C", "C", "C", "H", "H", "H", "H", "H", "H", "H", "H", "H", "H", "H", "H", "H", "H", "H", "H", "H", "H", "H", "H", "H", "H", "H", "H", "N", "C", "C", "C", "C", "C", "C", "N", "C", "C", "C", "C", "N", "C", "C", "H", "H", "H", "H", "H", "H", "H", "H", "H", "S", "C", "C", "C", "C", "C", "C", "H", "H", "H", "H", "H"], "positions_angstrom": [[-0.990, -0.601, 0.326], [-2.867, -2.487, -1.310], [-2.376, -2.438, 0.081], [-3.531, -2.150, 0.958], [-1.858, -3.766, 0.504], [-0.757, -4.396, -0.334], [0.493, -3.650, -0.380], [1.333, -4.117, -1.489], [1.242, -3.836, 0.854], [-3.555, -3.329, -1.442], [-2.048, -2.590, -2.014], [-3.396, -1.561, -1.530], [-4.313, -2.905, 0.817], [-3.925, -1.176, 0.719], [-3.221, -2.156, 1.998], [-2.696, -4.472, 0.490], [-1.535, -3.667, 1.542], [-1.118, -4.536, -1.353], [-0.579, -5.400, 0.077], [1.705, -5.136, -1.316], [2.192, -3.452, -1.599], [0.768, -4.126, -2.423], [1.466, -4.897, 1.038], [0.683, -3.455, 1.703], [2.181, -3.291, 0.776], [-0.040, 2.031, 4.190], [1.958, 2.606, 4.602], [2.941, 1.630, 4.710], [4.231, 2.025, 5.033], [4.583, 3.296, 5.250], [3.625, 4.219, 5.155], [2.304, 3.926, 4.838], [0.409, 0.698, 2.647], [-0.231, -0.948, 2.679], [0.955, -1.670, 3.920], [2.153, -2.291, 3.571], [3.064, -2.685, 4.543], [2.790, -2.464, 5.884], [1.609, -1.827, 6.242], [0.700, -1.428, 5.272], [-1.775, -1.160, 3.650], [-2.042, -2.422, 4.191], [-3.237, -2.671, 4.852], [-4.191, -1.666, 4.962], [-3.934, -0.413, 4.423], [-2.735, -0.165, 3.764], [0.437, 1.196, 0.972], [0.698, 2.990, 0.965], [-0.338, 3.881, 0.694], [-0.092, 5.247, 0.702], [1.185, 5.718, 0.979], [2.218, 4.825, 1.241], [1.982, 3.459, 1.228], [1.937, 0.612, 0.090], [2.114, 1.069, -1.223], [3.134, 0.561, -2.014], [3.993, -0.406, -1.499], [3.844, -0.834, -0.188], [2.814, -0.332, 0.603], [2.712, 0.583, 4.547], [5.023, 1.287, 5.129], [3.931, 5.245, 5.336], [1.573, 4.725, 4.769], [2.401, -2.469, 2.539], [3.992, -3.160, 4.249], [3.491, -2.780, 6.647], [1.387, -1.635, 7.285], [-0.206, -0.928, 5.578], [-1.297, -3.208, 4.121], [-3.421, -3.646, 5.288], [-5.128, -1.858, 5.469], [-4.669, 0.378, 4.512], [-2.561, 0.809, 3.326], [-1.329, 3.499, 0.485], [-0.894, 5.943, 0.486], [1.379, 6.783, 0.989], [3.215, 5.190, 1.454], [2.789, 2.763, 1.427], [1.453, 1.835, -1.614], [3.262, 0.922, -3.029], [4.789, -0.809, -2.114], [4.539, -1.558, 0.225], [2.702, -0.644, 1.635], [1.293, -0.034, -6.462], [1.589, 0.679, -7.605], [2.338, 0.374, -8.741], [2.430, 1.360, -9.699], [1.794, 2.607, -9.540], [1.055, 2.900, -8.416], [0.955, 1.914, -7.430], [0.299, 1.941, -6.211], [0.521, 0.777, -5.671], [0.040, 0.406, -4.338], [-0.678, 1.337, -3.593], [-1.082, 1.021, -2.317], [-0.832, -0.167, -1.754], [-0.162, -1.070, -2.468], [0.292, -0.827, -3.747], [1.589, -0.972, -6.261], [2.819, -0.588, -8.870], [3.004, 1.172, -10.597], [1.890, 3.344, -10.326], [0.562, 3.856, -8.290], [-0.897, 2.306, -4.024], [-1.622, 1.726, -1.713], [0.015, -2.002, -1.972], [0.840, -1.610, -4.258], [-2.581, 1.152, 0.649], [-3.818, 1.345, -0.613], [-4.974, 0.557, -0.649], [-5.958, 0.794, -1.599], [-5.813, 1.828, -2.515], [-4.697, 2.650, -2.454], [-3.705, 2.409, -1.514], [-5.122, -0.213, 0.090], [-6.851, 0.182, -1.609], [-6.578, 2.003, -3.262], [-4.605, 3.492, -3.130], [-2.847, 3.069, -1.453]], "forces_ev_per_a": [[0.5608, 0.8451, -1.1824], [-0.0996, -0.0732, 0.0932], [0.1830, 0.2152, -0.0857], [-0.0463, -0.2747, 0.0520], [0.2240, 0.0455, 0.0872], [-0.1228, 0.1465, -0.1007], [0.0649, 0.0475, -0.1520], [-0.0820, 0.1222, 0.0377], [-0.0623, 0.0658, -0.0898], [-0.0290, -0.0076, 0.0195], [-0.0132, -0.0757, 0.0166], [0.0188, -0.0047, -0.0086], [0.0228, -0.0265, -0.0511], [0.1636, -0.0608, 0.1258], [-0.0014, -0.0363, -0.0408], [-0.0701, 0.0043, 0.0602], [-0.0466, 0.0321, 0.0029], [0.0050, -0.0097, -0.0692], [-0.0929, -0.1026, -0.0226], [-0.0193, -0.0234, -0.0048], [-0.0367, -0.0301, 0.0144], [-0.0056, 0.0660, 0.0197], [0.0235, -0.0226, -0.0242], [-0.0345, 0.0053, 0.0320], [-0.0018, 0.0006, -0.0005], [0.5811, 0.0929, -0.0685], [-0.1601, -0.2179, 0.2283], [0.1083, 0.0557, -0.0477], [-0.0049, 0.2131, -0.0312], [-0.1394, -0.0481, -0.0320], [0.1543, -0.1717, -0.0122], [0.0027, 0.0716, 0.0096], [-0.8587, 0.3703, -0.1900], [-0.2155, 1.4535, 1.0223], [-0.0949, -0.6895, -0.3846], [0.0383, 0.0365, 0.1389], [0.0346, 0.0734, 0.0028], [-0.0419, 0.0350, 0.0299], [0.0490, 0.0648, -0.0300], [-0.0040, -0.1037, 0.0048], [0.0510, -0.2834, -0.0834], [-0.0191, 0.0480, 0.0892], [0.0112, -0.0469, -0.0504], [0.0113, 0.0255, -0.0149], [0.0021, -0.0047, -0.0600], [0.0097, 0.0528, 0.1073], [0.7027, -1.8313, 0.9696], [-0.8775, 0.0803, -0.8863], [0.1209, 0.0851, -0.0193], [0.0116, -0.0263, -0.0076], [0.0272, -0.0260, 0.0231], [-0.0162, 0.0181, 0.0546], [0.0228, -0.0337, 0.0133], [-0.0463, 0.3394, -0.3633], [0.1437, -0.1263, 0.0947], [-0.0852, 0.0085, 0.0840], [-0.0072, 0.0411, -0.0444], [-0.0360, -0.0717, 0.0517], [0.0100, 0.0077, 0.0670], [0.0104, 0.0202, -0.0057], [-0.0341, 0.0405, -0.0081], [-0.0259, -0.0425, 0.0005], [0.0353, -0.0367, -0.0142], [-0.0091, 0.0089, 0.0298], [-0.0438, -0.0145, -0.0016], [-0.0207, 0.0169, -0.0347], [0.0197, 0.0054, -0.0341], [-0.0471, -0.0174, 0.0174], [-0.0296, 0.0161, 0.0319], [0.0055, 0.0465, -0.0549], [0.0468, 0.0110, 0.0070], [0.0274, -0.0294, -0.0028], [-0.0078, 0.0232, 0.0253], [0.0658, 0.0810, 0.0611], [0.0294, -0.0256, 0.0340], [-0.0001, -0.0366, -0.0139], [-0.0423, -0.0063, 0.0083], [0.0029, 0.0338, -0.0005], [0.0632, 0.0041, -0.0399], [0.0076, -0.0070, 0.0409], [-0.0128, 0.0393, 0.0421], [-0.0431, 0.0408, -0.0062], [0.0294, 0.0406, -0.0356], [0.0479, -0.1281, -0.0037], [-0.0150, -0.0063, 0.0311], [-0.0137, -0.0677, 0.0400], [-0.0279, 0.0155, 0.0111], [0.0071, -0.0165, -0.0172], [-0.0320, 0.0429, -0.0050], [-0.0413, 0.0272, 0.0632], [-0.0245, 0.1399, -0.0641], [0.0581, 0.0026, -0.0274], [0.0546, -0.0124, -0.0729], [-0.0150, 0.0522, -0.1156], [0.0082, 0.0473, -0.0521], [-0.3715, 0.1299, 0.5758], [0.1120, 0.0747, -0.2580], [0.0027, -0.0935, -0.0929], [0.0113, -0.0211, 0.0099], [0.0001, 0.0486, 0.0060], [-0.0283, 0.0121, 0.0192], [0.0016, -0.0060, 0.0332], [0.0303, -0.0494, -0.0014], [0.0077, -0.0263, 0.0596], [0.2801, -0.0683, 0.0026], [0.2113, -0.3368, 0.1888], [-0.0299, 0.0479, 0.0635], [0.1858, -0.5974, 0.4295], [0.0297, -0.2088, -0.2645], [0.0161, 0.2488, -0.1178], [0.0265, -0.0165, 0.0206], [0.0045, -0.0302, 0.0110], [0.0340, 0.0603, 0.0305], [-0.3092, 0.0063, 0.0921], [-0.1808, 0.1118, -0.0885], [0.0446, 0.0080, -0.0121], [0.0156, 0.0217, 0.0561], [0.0220, -0.0526, -0.0014], [-0.1373, 0.0871, 0.0099]], "mulliken_charge": [2.321, -1.203, 0.419, -0.223, -0.580, -1.309, 0.710, -1.210, -0.936, 0.423, 0.365, 0.059, 0.616, -0.872, -0.023, 0.477, -0.042, 0.475, 0.562, 0.397, 0.218, 0.450, 0.422, -0.045, 0.315, 0.457, 0.254, 0.320, -0.567, -0.641, -0.362, -0.438, -1.313, 1.501, 1.127, -0.303, -1.132, -0.827, -0.859, -0.587, 0.793, -0.235, -0.831, -0.615, -1.089, -0.528, 1.410, 0.378, -0.454, -0.682, -0.714, -0.670, -0.663, -0.054, -0.718, -0.711, -0.808, -0.641, -0.081, 0.103, 0.394, 0.378, 0.394, 0.005, 0.466, 0.412, 0.444, 0.466, 0.415, 0.434, 0.423, 0.505, 0.054, 0.433, 0.472, 0.412, 0.484, 0.487, 0.671, 0.565, 0.400, 0.470, 0.518, 0.091, 0.770, -1.017, -0.453, -0.482, -0.813, 0.481, -0.628, 0.042, 0.985, -0.912, -0.447, 0.705, 0.252, -0.936, 0.149, 0.383, 0.391, 0.391, 0.445, 0.660, -0.252, -0.288, 0.403, 0.083, 0.852, -0.682, -0.879, -0.554, -0.826, -0.476, 0.645, 0.442, 0.409, 0.435, 0.321]}